No. 1
The following is a quantum chemistry calculation of a molecular structure, C12H8B2NO17Pb3 in a non-equilibrium geometry, from OMol25.

```
! wB97M-V def2-TZVPD RIJCOSX def2/J DEFGRID3
* xyz 3 1
Pb -4.649 -1.947 -6.536
Pb -5.955 3.127 -2.494
Pb 0.521 1.939 -6.182
O 1.288 4.730 -1.596
C 1.066 5.792 -0.990
O 1.880 6.748 -0.892
B 1.112 7.966 -0.633
O -0.276 7.458 -0.369
C -0.324 6.175 -0.582
O -1.325 5.471 -0.545
O 1.058 8.915 -1.775
C 1.191 10.179 -1.326
O 0.915 11.215 -1.910
C 1.500 10.008 0.194
O 1.626 8.771 0.497
O 1.465 10.945 0.978
O 2.222 -8.343 2.023
C 2.065 -7.797 0.902
O 1.342 -6.697 0.605
B 1.381 -6.365 -0.820
O 2.205 -7.456 -1.398
C 2.621 -8.243 -0.447
O 3.313 -9.267 -0.583
O 1.808 -4.971 -1.018
C 0.947 -4.455 -1.874
O 0.967 -3.322 -2.374
C -0.233 -5.439 -2.093
O 0.026 -6.531 -1.360
O -1.316 -5.253 -2.744
O -2.945 1.336 -4.355
H -2.529 1.113 -3.500
C -0.055 -2.466 4.701
C -0.637 -1.692 3.546
C -1.959 -2.340 3.173
C -2.609 -1.739 1.968
N -3.166 -1.268 1.091
H -0.680 -2.491 5.594
H 0.908 -2.006 4.920
H 0.113 -3.532 4.543
H 0.133 -1.864 2.794
H -0.587 -0.626 3.769
H -2.664 -2.370 4.003
H -1.764 -3.409 3.093
*
```

## Properties
- Gap between HOMO and LUMO: 0.914 eV
- DFT total energy: -2422.8195 Eh


No. 2
The following is a quantum chemistry calculation of 2 unconnected molecules or ions with the total composition C3H7N2O in a non-equilibrium geometry, from OMol25.

```
! wB97M-V def2-TZVPD RIJCOSX def2/J DEFGRID3
* xyz 1 1
C -1.955 2.260 -0.494
C -1.652 -0.025 0.244
C 1.929 -1.550 -0.458
N -1.836 1.102 -0.070
N 0.961 -0.303 1.165
O 1.441 -1.412 0.854
H -2.540 2.997 0.029
H -1.165 2.680 -1.034
H -2.048 -0.981 -0.158
H 1.063 -1.557 -1.123
H 2.647 -2.365 -0.535
H 2.319 -0.620 -0.657
H 0.836 -0.226 2.236
*
```

## Properties
- Gap between HOMO and LUMO (spin up / spin down): 9.219 / 5.700 eV
- DFT total energy: -302.7426 Eh


No. 3
The following is a quantum chemistry calculation of 7 unconnected molecules or ions with the total composition C39H97ClIN7O2P in a non-equilibrium geometry, from OMol25.

```
! wB97M-V def2-TZVPD RIJCOSX def2/J DEFGRID3
* xyz 1 1
O 1.748 -1.523 4.125
P 1.520 -0.733 2.610
I 3.360 0.911 2.330
C 0.006 0.430 2.763
N -1.301 -0.135 3.258
C -1.676 0.722 4.445
Cl -3.418 1.161 4.537
C -0.876 2.045 4.165
O 0.375 1.509 3.624
H 1.039 -1.199 4.713
H -0.184 0.705 1.693
H -1.233 -1.128 3.520
H -2.123 -0.082 2.635
H -1.220 0.237 5.339
H -1.245 2.740 3.376
H -0.602 2.496 5.146
C -4.375 1.249 1.153
C -3.864 1.277 -0.279
N -3.695 -0.050 -0.857
C -2.969 -0.035 -2.127
C -3.621 0.675 -3.312
C -4.871 -0.914 -0.818
C -6.144 -0.418 -1.507
H -3.715 0.656 1.792
H -4.406 2.266 1.553
H -5.385 0.843 1.228
H -2.885 1.770 -0.270
H -4.527 1.911 -0.880
H -2.735 -1.065 -2.414
H -1.994 0.433 -1.945
H -4.425 0.081 -3.746
H -2.881 0.830 -4.101
H -4.019 1.656 -3.044
H -5.109 -1.118 0.231
H -4.603 -1.893 -1.228
H -6.342 0.638 -1.312
H -7.004 -0.983 -1.141
H -6.103 -0.567 -2.586
C 3.266 4.105 5.426
C 4.753 3.920 5.155
N 5.504 5.167 5.123
C 6.863 5.003 4.615
C 7.835 4.148 5.429
C 5.373 6.018 6.298
C 5.775 5.433 7.654
H 2.810 4.771 4.689
H 2.760 3.137 5.366
H 3.077 4.508 6.423
H 4.847 3.440 4.175
H 5.161 3.215 5.890
H 7.304 5.993 4.462
H 6.790 4.571 3.610
H 8.198 4.675 6.310
H 8.710 3.907 4.821
H 7.392 3.202 5.747
H 4.331 6.347 6.365
H 5.934 6.942 6.129
H 5.425 4.408 7.788
H 5.341 6.033 8.458
H 6.855 5.450 7.797
C -6.771 4.289 -2.507
C -6.069 4.434 -3.850
N -6.715 5.375 -4.753
C -6.188 5.318 -6.114
C -4.730 5.721 -6.336
C -6.935 6.715 -4.223
C -5.714 7.507 -3.751
H -7.814 3.990 -2.637
H -6.271 3.520 -1.912
H -6.745 5.214 -1.927
H -6.071 3.447 -4.325
H -5.016 4.695 -3.673
H -6.827 5.922 -6.765
H -6.315 4.290 -6.473
H -4.599 6.801 -6.302
H -4.406 5.393 -7.327
H -4.056 5.265 -5.608
H -7.636 6.638 -3.386
H -7.475 7.306 -4.970
H -5.015 6.895 -3.177
H -6.035 8.327 -3.103
H -5.176 7.956 -4.585
C 1.033 -0.904 -2.127
C 1.471 -0.825 -3.582
N 1.576 -2.126 -4.227
C 2.231 -2.069 -5.531
C 1.535 -1.293 -6.649
C 0.387 -2.965 -4.160
C -0.912 -2.414 -4.752
H 1.709 -1.533 -1.542
H 1.040 0.098 -1.687
H 0.017 -1.295 -2.024
H 2.457 -0.352 -3.603
H 0.789 -0.154 -4.121
H 2.424 -3.090 -5.875
H 3.226 -1.632 -5.384
H 0.695 -1.848 -7.064
H 2.237 -1.121 -7.469
H 1.178 -0.316 -6.318
H 0.204 -3.213 -3.109
H 0.609 -3.930 -4.627
H -1.075 -1.364 -4.499
H -1.764 -2.979 -4.363
H -0.937 -2.514 -5.837
C -2.089 -2.165 7.890
C -0.712 -2.798 8.015
N 0.378 -1.833 8.105
C 1.691 -2.460 7.968
C 2.123 -3.450 9.049
C 0.263 -0.831 9.160
C 0.148 -1.324 10.603
H -2.132 -1.490 7.029
H -2.839 -2.946 7.745
H -2.374 -1.605 8.782
H -0.549 -3.405 7.118
H -0.720 -3.492 8.864
H 2.454 -1.681 7.875
H 1.707 -2.984 7.004
H 2.433 -2.943 9.961
H 2.984 -4.023 8.698
H 1.337 -4.166 9.298
H -0.610 -0.206 8.944
H 1.111 -0.143 9.087
H -0.529 -2.175 10.702
H -0.243 -0.524 11.236
H 1.117 -1.606 11.013
C 3.897 -9.542 -8.100
C 3.659 -8.050 -8.283
N 3.060 -7.406 -7.121
C 2.606 -6.046 -7.389
C 3.659 -4.993 -7.741
C 3.764 -7.591 -5.858
C 5.218 -7.121 -5.773
H 2.971 -10.062 -7.848
H 4.281 -9.969 -9.030
H 4.635 -9.748 -7.322
H 2.974 -7.929 -9.129
H 4.604 -7.574 -8.574
H 2.023 -5.692 -6.532
H 1.887 -6.095 -8.215
H 4.210 -4.665 -6.860
H 3.168 -4.108 -8.156
H 4.371 -5.348 -8.487
H 3.735 -8.656 -5.607
H 3.188 -7.112 -5.059
H 5.794 -7.382 -6.663
H 5.708 -7.594 -4.918
H 5.286 -6.044 -5.621
*
```

## Properties
- Gap between HOMO and LUMO: 5.684 eV
- DFT total energy: -3176.7893 Eh


No. 4
The following is a quantum chemistry calculation of a molecular structure, CBr2N2 in a non-equilibrium geometry, from OMol25.

```
! wB97M-V def2-TZVPD RIJCOSX def2/J DEFGRID3
* xyz 0 1
C -0.483 -0.750 0.415
N -0.939 -1.789 0.642
N 0.248 0.290 0.183
Br -0.196 2.221 0.178
Br 1.370 0.028 -1.417
*
```

## Properties
- Gap between HOMO and LUMO: 7.992 eV
- DFT total energy: -5295.5280 Eh


No. 5
The following is a quantum chemistry calculation of a single C3H6N2O2 molecule in a non-equilibrium geometry, from OMol25.

```
! wB97M-V def2-TZVPD RIJCOSX def2/J DEFGRID3
* xyz 0 1
O -0.694 -2.127 0.788
C -0.612 -1.125 0.127
N 0.244 -0.134 0.600
C 0.719 1.011 -0.054
N 1.145 1.970 0.876
O 0.698 1.095 -1.254
C -1.406 -0.908 -1.127
H 0.580 -0.164 1.557
H 0.436 2.319 1.499
H 1.546 2.755 0.381
H -2.110 -0.089 -1.039
H -0.685 -0.738 -1.942
H -1.829 -1.853 -1.476
*
```

## Properties
- Gap between HOMO and LUMO: 10.821 eV
- DFT total energy: -377.9449 Eh
- SMILES: CC(=O)NC(N)=O


No. 6
The following is a quantum chemistry calculation of 3 unconnected molecules or ions with the total composition C4H13NO3 in a non-equilibrium geometry, from OMol25.

```
! wB97M-V def2-TZVPD RIJCOSX def2/J DEFGRID3
* xyz 0 1
C 0.707 2.286 -1.350
C 0.013 1.055 -0.673
N 0.631 0.198 0.146
C 1.927 0.386 0.880
C 1.775 0.248 2.325
O -1.062 0.611 -1.079
H 1.738 2.147 -1.473
H 0.288 2.277 -2.453
H 0.569 3.226 -0.877
H -0.003 -0.482 0.526
H 2.370 1.313 0.655
H 2.584 -0.610 0.705
H 2.520 -0.394 2.821
H 0.739 -0.412 2.388
H 1.618 1.115 3.000
H -2.897 -2.573 0.017
H -3.079 -3.806 -0.656
O -2.701 -3.437 0.105
H -2.335 -1.365 -2.250
H -2.326 -0.576 -1.185
O -3.077 -1.209 -1.573
*
```

## Properties
- Gap between HOMO and LUMO: 10.728 eV
- DFT total energy: -440.6209 Eh
- SMILES: CCNC(C)=O.O.O